H24O12 | wB97M-V/def2-TZVPD

```
36
Properties=species:S:1:pos:R:3:forces:R:3:nbo_charge:R:1
O 23.830421 -2.861938 66.283773 3.1 3.6 -1.7 -0.88
H 23.712119 -2.367350 65.437768 0.0 -0.5 1.0 0.50
H 23.271807 -3.560774 66.253624 -2.7 -3.8 -0.7 0.48
O 18.374918 -4.540615 65.705171 -4.7 1.4 -7.3 -0.92
H 18.796294 -4.919935 66.358403 3.2 -3.3 5.7 0.47
H 17.838443 -5.254394 65.187341 1.6 1.9 1.7 0.49
O 22.343534 -5.871965 67.231799 1.7 -5.0 3.1 -1.00
H 22.761109 -6.818703 67.224561 -1.5 2.7 -0.8 0.53
H 22.039949 -5.494229 66.475887 -1.3 0.7 -4.7 0.50
O 23.491112 -4.702495 68.851682 1.0 3.8 6.5 -0.99
H 23.070987 -3.807257 68.813839 0.6 -0.9 -0.2 0.49
H 23.474525 -5.106774 68.071649 -0.1 -1.8 -4.4 0.45
O 20.252152 -6.965638 69.195251 1.6 2.3 -3.0 -0.93
H 19.589044 -6.520288 68.631459 -1.0 -0.7 1.0 0.45
H 20.960134 -6.464428 68.621919 -0.6 -1.7 2.2 0.47
O 20.861133 -3.442592 70.486967 3.1 3.6 0.4 -0.95
H 21.272995 -3.440401 71.352830 0.0 -0.7 0.6 0.51
H 21.424305 -2.641018 70.078622 -1.8 -2.1 0.6 0.54
O 19.591675 -1.604776 67.158349 -0.1 -1.2 0.5 -1.02
H 20.203146 -2.411414 67.519590 -2.6 1.4 -1.2 0.53
H 18.581412 -1.654604 67.273211 2.7 -0.8 -0.1 0.48
O 21.071333 -4.121065 65.087773 -1.8 -0.7 -3.1 -1.04
H 21.426373 -4.213726 64.106141 -1.4 0.3 3.0 0.48
H 19.979458 -4.177641 65.015231 3.5 0.3 0.3 0.53
O 22.639209 -2.110450 68.300738 -3.2 -4.6 -2.8 -1.01
H 23.193180 -1.481838 68.539832 4.1 4.8 2.0 0.45
H 23.078165 -2.433322 67.376775 -1.1 1.4 2.5 0.48
O 18.344888 -3.892450 70.790222 2.3 3.2 -2.0 -0.99
H 18.336644 -4.559242 71.413056 0.0 -2.2 2.0 0.45
H 19.338176 -3.518279 70.782340 -3.4 -1.1 0.0 0.49
O 19.293165 -0.760203 69.685956 1.5 -2.7 -2.3 -0.99
H 19.746262 -1.456106 68.917846 -2.2 3.5 2.7 0.49
H 18.358299 -0.745247 69.414451 0.6 -0.1 0.2 0.46
O 20.717865 -3.796830 68.173481 -0.4 -1.6 -1.4 -1.00
H 20.718726 -3.957703 69.140831 -0.1 -0.4 -0.7 0.50
H 21.164236 -4.576833 67.788558 -0.4 0.9 0.5 0.48
```
Forces are in eV/Å.

## Properties
SMILES string ... O.O.O.O.O.O.O.O.O.O.O.O
E_HOMO ... -9.62 eV
M ... 216.18 g/mol
Kohn-Sham gap ... 9.2 eV
DFT total energy ... -917.0815 Eh
E_LUMO ... -0.0145 Eh
Energy relative to the best compared isomer or geometry (same formula, charge and spin) ... 640.3 kJ/mol


H24O12 | wB97M-V/def2-TZVPD

```
36
Properties=species:S:1:pos:R:3:forces:R:3:nbo_charge:R:1
O -3.260639 -0.702278 -1.730278 -1.0 -0.6 -1.8 -0.96
H -3.979639 -1.348278 -1.602278 0.6 0.5 0.2 0.49
H -3.123639 -0.243278 -0.919278 -0.1 0.2 1.5 0.50
O -2.870639 -0.919278 0.929722 -0.1 -0.6 -1.3 -0.96
H -3.570639 -0.475278 1.362722 -1.3 0.5 0.8 0.47
H -2.116639 -0.616278 1.411722 1.1 0.1 0.9 0.49
O -0.981639 -0.264278 2.928722 -1.1 -1.8 0.2 -0.94
H -0.897639 0.621722 3.167722 0.1 2.4 1.2 0.47
H -0.436639 -0.270278 2.163722 1.4 -0.5 -1.4 0.49
O 2.091361 -3.129278 -0.057278 0.0 0.1 0.7 -0.96
H 1.824361 -2.435278 -0.672278 -0.1 -0.3 -0.2 0.49
H 1.944361 -2.725278 0.810722 0.0 -0.3 -0.2 0.46
O 1.963361 -0.983278 -1.612278 -0.1 0.4 -0.2 -0.94
H 1.787361 -0.287278 -2.233278 -0.6 0.2 -1.1 0.48
H 2.552361 -0.519278 -1.025278 0.8 -0.1 1.0 0.48
O -2.095639 1.329722 -3.323278 -0.5 1.1 -1.4 -0.94
H -3.025639 1.595722 -3.328278 0.2 0.0 -0.5 0.46
H -2.063639 0.984722 -2.456278 0.4 -1.0 1.4 0.47
O -1.033639 -2.107278 -1.331278 0.7 -0.4 0.5 -0.99
H -1.825639 -1.577278 -1.514278 -0.1 -0.3 0.2 0.49
H -1.061639 -2.398278 -0.400278 -0.2 0.3 -0.8 0.47
O -1.638639 1.755722 -0.561278 -0.3 -1.0 0.2 -0.96
H -1.074639 2.339722 -1.036278 0.8 0.8 -0.9 0.49
H -2.168639 2.333722 -0.035278 -0.7 0.5 0.7 0.49
O 1.615361 2.477722 0.820722 1.2 0.5 -0.7 -0.97
H 1.205361 1.693722 0.428722 -0.2 -0.2 0.0 0.48
H 2.524361 2.497722 0.430722 -1.2 0.0 0.5 0.48
O 0.244361 0.079722 0.394722 1.6 -0.4 0.6 -1.02
H 0.801361 -0.347278 -0.290278 -0.8 -0.2 0.1 0.51
H -0.501639 0.486722 -0.024278 -0.9 0.3 -0.7 0.50
O 3.500361 0.274722 0.367722 0.2 0.5 -2.5 -0.98
H 3.788361 0.037722 1.228722 0.5 -0.7 1.2 0.50
H 4.216361 0.117722 -0.286278 -0.3 0.1 1.1 0.49
O 2.366361 0.697722 2.915722 1.8 -0.3 0.9 -0.96
H 1.996361 0.988722 2.076722 0.2 0.6 -0.1 0.49
H 3.305361 1.035722 3.000722 -2.0 -0.2 -0.3 0.46
```
Forces are in eV/Å.

## Properties
SMILES string ... O.O.O.O.O.O.O.O.O.O.O.O
E_HOMO ... -10.30 eV
M ... 216.18 g/mol
Kohn-Sham gap ... 10.1 eV
DFT total energy ... -917.2539 Eh
E_LUMO ... -0.0079 Eh
Energy relative to the best compared isomer or geometry (same formula, charge and spin) ... 187.7 kJ/mol


H24O12 | wB97M-V/def2-TZVPD

```
36
Properties=species:S:1:pos:R:3:forces:R:3:nbo_charge:R:1
O -0.291094 -1.567675 -2.921112 -1.7 0.6 -2.5 -0.98
H 0.271417 -1.354092 -2.176667 -0.2 -0.3 -0.2 0.47
H 0.033729 -2.412418 -3.232768 0.0 -0.1 0.0 0.45
O 2.173365 0.983851 -0.134611 4.7 0.2 4.9 -1.02
H 1.712714 1.149630 -0.957141 0.7 0.4 2.0 0.42
H 2.619195 0.148273 -0.273423 0.4 0.0 0.6 0.45
O -0.940670 3.157005 -0.745076 -2.2 0.7 -4.3 -0.99
H -0.496984 2.910509 0.066464 -0.5 0.2 -0.1 0.44
H -0.393824 3.849051 -1.116916 -0.2 0.4 -0.2 0.44
O 0.531497 -1.898322 0.979687 2.0 -1.1 6.1 -0.90
H 0.478611 -1.070444 1.457233 1.1 2.2 1.2 0.53
H 0.791256 -2.540338 1.640430 0.1 -0.3 0.4 0.51
O 0.306170 2.619901 0.934068 2.9 -0.5 4.3 -0.90
H 0.340207 3.361272 1.538584 -0.2 0.2 0.5 0.51
H 1.219409 2.464760 0.692902 0.8 -0.6 -0.2 0.52
O 0.954872 -1.948586 -1.067380 2.9 0.1 -4.0 -0.97
H 0.736168 -2.139992 -0.155376 0.6 -0.4 0.2 0.46
H 1.746708 -1.413130 -1.016991 0.4 -0.3 0.1 0.45
O 0.834876 0.074547 2.317644 5.7 -0.3 1.9 -0.98
H 1.466795 0.790548 2.382849 0.8 -0.4 0.0 0.47
H 0.047100 0.481785 1.957353 -0.8 0.4 1.0 0.47
O -1.179633 0.387470 1.943278 -6.1 1.1 5.6 -0.98
H -1.044983 0.547146 1.009156 -1.6 0.1 -0.1 0.46
H -1.851616 -0.293411 1.975933 -0.5 0.2 0.2 0.50
O 0.842406 0.925866 -1.688299 -3.0 0.0 -6.7 -0.86
H 1.649916 0.989454 -2.198309 -0.1 -0.2 -2.1 0.49
H 0.440529 1.791106 -1.766310 -1.3 0.9 -0.7 0.52
O -3.052169 -0.594014 0.411230 -0.9 0.4 0.3 -0.96
H -2.284097 -1.161355 0.344639 -0.1 -0.7 -0.7 0.48
H -3.797036 -1.194711 0.387221 -0.1 -0.2 -0.1 0.47
O -0.645502 0.263856 -0.043677 1.2 0.0 -5.9 -0.91
H -0.151453 -0.458216 -0.431945 0.0 -0.3 -0.5 0.51
H -0.176216 1.051281 -0.319293 -0.6 -0.4 0.1 0.50
O -1.317591 -2.756525 0.179909 -3.2 -1.6 -1.1 -0.99
H -0.850760 -2.968212 -0.628484 -0.4 -0.1 -0.4 0.47
H -0.723309 -2.175871 0.655195 -0.6 -0.5 0.2 0.45
```
Forces are in eV/Å.

## Properties
E_HOMO ... -9.87 eV
M ... 216.18 g/mol
Kohn-Sham gap ... 9.5 eV
DFT total energy ... -916.8823 Eh
E_LUMO ... -0.0137 Eh
Energy relative to the best compared isomer or geometry (same formula, charge and spin) ... 1163.2 kJ/mol


H24O12 | wB97M-V/def2-TZVPD

```
36
Properties=species:S:1:pos:R:3:forces:R:3:nbo_charge:R:1
O 2.485116 0.147038 2.216563 -2.1 -0.4 -0.8 -0.95
H 2.271423 -0.735173 2.524995 0.7 -0.5 0.7 0.45
H 1.610462 0.242674 1.718765 1.3 1.0 0.4 0.50
O -2.465623 0.697904 0.758125 0.5 1.0 -0.4 -0.97
H -2.731965 0.198642 1.522498 -0.6 -0.7 0.6 0.51
H -2.360420 1.602179 1.095458 0.0 -0.1 -0.1 0.49
O -0.256690 3.472894 0.666485 0.7 0.3 0.7 -0.96
H -0.265943 2.660567 0.172752 -0.2 -0.6 -0.8 0.48
H 0.689266 3.511239 0.896551 -0.5 0.3 0.0 0.47
O -3.481293 1.976415 -1.682849 -1.6 1.5 -2.8 -0.95
H -3.134815 2.674618 -2.305833 -0.4 -1.1 1.5 0.47
H -2.844903 1.704914 -1.066630 1.6 -0.3 1.2 0.48
O 3.607073 -0.312340 -0.289126 -0.2 -0.7 -0.5 -0.97
H 3.159749 -1.168738 -0.400785 0.3 0.1 -0.4 0.48
H 3.470285 -0.191303 0.649152 0.1 0.6 0.8 0.49
O -2.858878 -1.549564 2.463648 0.5 1.7 0.5 -0.95
H -3.395034 -2.309187 2.385479 -0.8 -1.3 -0.2 0.48
H -2.026046 -1.705310 2.026381 0.5 -0.4 -0.1 0.48
O 0.264921 0.391380 0.411424 -0.6 1.3 0.3 -0.98
H -0.704899 0.390211 0.562625 0.1 0.4 0.1 0.50
H 0.437852 -0.523638 0.370536 0.6 -1.7 -0.4 0.47
O -0.558975 1.812459 -1.888057 0.2 0.4 0.5 -0.99
H -0.523871 0.866827 -1.671186 -0.3 -0.1 -0.1 0.51
H -1.304126 1.977538 -2.460068 -0.1 -0.2 -0.3 0.47
O -0.459759 -0.885689 -2.354622 -0.8 -0.3 0.6 -0.96
H 0.438509 -1.122196 -2.560881 0.6 0.2 -0.4 0.49
H -0.862797 -0.489959 -3.131436 0.2 -0.2 -0.3 0.49
O 2.347694 -2.971507 0.098088 0.9 0.2 -0.2 -0.95
H 2.042397 -3.635661 -0.512176 -0.2 -0.4 -0.3 0.48
H 1.648633 -2.806087 0.721945 -0.3 0.2 0.0 0.46
O 2.126960 1.388070 -1.951573 0.7 0.0 -0.6 -1.03
H 1.162465 1.482096 -1.943269 0.7 0.0 0.7 0.48
H 2.573968 0.976073 -1.182040 -0.9 0.0 -0.4 0.50
O 0.038134 -2.183624 1.422344 -1.4 0.7 -1.6 -0.94
H -0.463609 -2.700393 0.767002 0.0 0.6 -0.3 0.49
H 0.324739 -2.883369 1.949714 0.8 -1.7 2.3 0.48
```
Forces are in eV/Å.

## Properties
SMILES string ... O.O.O.O.O.O.O.O.O.O.O.O
E_HOMO ... -9.69 eV
M ... 216.18 g/mol
Kohn-Sham gap ... 8.8 eV
DFT total energy ... -917.2474 Eh
E_LUMO ... -0.0333 Eh
Energy relative to the best compared isomer or geometry (same formula, charge and spin) ... 204.7 kJ/mol


H24O12 | wB97M-V/def2-TZVPD

```
36
Properties=species:S:1:pos:R:3:forces:R:3:nbo_charge:R:1
O -3.197722 -1.495250 -2.108750 0.4 0.0 0.1 -0.94
H -2.475722 -0.867250 -2.031750 -0.2 1.1 0.0 0.48
H -2.621722 -2.244250 -2.244750 -0.3 -1.1 -0.2 0.46
O 3.004278 2.063750 1.019250 1.3 -0.1 -0.7 -0.95
H 2.389278 2.185750 0.304250 -0.1 -0.3 -0.7 0.46
H 2.505278 2.282750 1.778250 -0.8 0.0 1.6 0.47
O -3.065722 1.816750 1.905250 -0.5 1.2 1.7 -0.94
H -2.902722 1.350750 1.114250 0.1 -1.0 -1.1 0.47
H -3.576722 1.289750 2.540250 0.4 0.1 -0.6 0.47
O 3.138278 0.513750 -1.825750 -0.3 2.0 -0.5 -0.94
H 2.748278 -0.209250 -1.384750 -0.4 -1.3 0.8 0.47
H 3.864278 0.227750 -2.355750 0.7 -0.6 -0.3 0.47
O -0.797722 -0.233250 -3.039750 -0.2 1.3 2.7 -0.97
H -0.843722 -0.814250 -3.749750 0.1 -1.2 -2.3 0.49
H -0.259722 0.534750 -3.221750 0.2 0.0 -0.4 0.49
O 0.778278 -2.492250 -1.822750 -0.2 -0.8 0.1 -0.94
H 0.467278 -1.605250 -1.879750 -1.0 1.4 -0.2 0.48
H 1.705278 -2.357250 -1.969750 1.0 -0.5 -0.1 0.47
O 0.913278 0.434750 2.458250 1.9 1.6 2.3 -0.98
H 0.705278 0.372750 1.564250 -0.4 -0.2 -2.5 0.47
H 0.448278 -0.254250 2.881250 -0.9 -0.9 0.9 0.47
O -1.515722 -0.534250 3.507250 0.0 0.8 1.5 -0.97
H -1.804722 -0.608250 2.607250 0.1 -0.4 -0.7 0.48
H -1.273722 -1.368250 3.894250 -0.1 -0.6 -0.2 0.47
O 1.118278 2.855750 -0.854750 -1.0 -0.8 0.7 -0.96
H 1.554278 3.236750 -1.594750 0.7 0.5 -0.9 0.49
H 1.165278 3.476750 -0.128750 -0.1 0.5 0.1 0.49
O 1.776278 -2.185250 0.882250 -0.3 -0.1 -0.5 -0.97
H 2.445278 -1.504250 1.026250 -0.4 0.2 0.0 0.48
H 1.177278 -1.896250 0.157250 0.9 -0.2 0.7 0.48
O -2.231722 -0.772250 0.876250 1.5 -0.1 -0.4 -0.95
H -2.012722 -1.700250 0.864250 0.7 -0.7 -0.4 0.49
H -3.112722 -0.847250 1.149250 -2.5 0.4 0.4 0.49
O 0.229278 0.244750 -0.043750 1.0 -1.4 -0.4 -0.98
H -0.664722 -0.014250 0.114250 -1.2 -0.1 0.1 0.49
H 0.224278 1.115750 -0.386750 0.1 1.6 -0.7 0.50
```
Forces are in eV/Å.

## Properties
SMILES string ... O.O.O.O.O.O.O.O.O.O.O.O
E_HOMO ... -9.91 eV
M ... 216.18 g/mol
Kohn-Sham gap ... 9.7 eV
DFT total energy ... -917.2286 Eh
E_LUMO ... -0.0065 Eh
Energy relative to the best compared isomer or geometry (same formula, charge and spin) ... 254.0 kJ/mol


H24O12 | wB97M-V/def2-TZVPD

```
36
Properties=species:S:1:pos:R:3:forces:R:3:nbo_charge:R:1
O 6.112088 7.851394 5.841278 -0.2 0.7 1.1 -0.97
H 6.447119 7.488506 5.031559 0.2 -0.3 -0.7 0.50
H 6.477008 8.739511 5.899149 0.2 -0.1 0.1 0.48
O 6.377046 6.948737 9.509102 0.1 0.1 1.0 -1.01
H 7.203981 7.152692 9.027197 0.2 0.2 -0.3 0.51
H 6.582393 7.246043 10.417133 -0.3 -0.1 -0.6 0.48
O 8.594246 3.691008 8.985237 0.7 0.4 -0.2 -0.97
H 9.165995 4.389469 9.347078 -0.3 -0.4 0.0 0.48
H 7.818407 3.627945 9.542714 -0.4 0.0 0.2 0.50
O 4.930225 5.932543 4.779034 -0.4 -0.6 -0.2 -1.00
H 4.215005 5.651984 4.192794 0.2 0.1 0.2 0.47
H 4.507987 6.142771 5.635275 0.1 0.0 -0.2 0.51
O 5.738715 4.135278 9.251772 -0.7 0.7 -0.5 -0.98
H 5.804963 5.018106 9.680103 0.1 -0.4 -0.6 0.50
H 5.222983 4.307572 8.427824 0.6 -0.2 0.9 0.48
O 7.029646 3.797298 4.430255 -0.7 -0.5 -1.1 -0.96
H 6.230884 3.732862 3.882545 0.4 -0.3 0.0 0.47
H 6.750673 4.500310 5.004904 -0.1 0.6 0.9 0.49
O 8.979960 7.672493 5.442930 0.0 -0.2 -0.4 -1.01
H 9.198504 6.763981 5.106442 0.1 0.2 0.1 0.51
H 9.430554 8.268543 4.840818 0.1 0.1 0.1 0.48
O 8.668066 7.737855 8.170919 -0.5 0.2 0.7 -1.00
H 9.442425 7.225717 8.411447 0.4 0.0 -0.1 0.49
H 8.670247 7.785548 7.203156 0.3 0.0 -0.4 0.52
O 9.430806 5.157501 4.465221 0.0 0.1 0.7 -0.96
H 8.869088 4.788719 5.174841 0.6 0.0 0.1 0.50
H 8.801457 5.066022 3.759184 -0.3 -0.2 -1.0 0.48
O 7.776444 5.274046 6.662809 -0.9 0.2 0.6 -1.00
H 7.589820 4.812181 7.496984 0.1 -0.5 0.0 0.51
H 7.114569 5.987621 6.662092 0.3 0.2 -0.2 0.50
O 10.393443 5.491958 7.651505 -0.3 0.2 0.4 -0.99
H 9.419696 5.448399 7.554532 0.6 -0.1 -0.5 0.49
H 10.700678 4.581993 7.621621 0.0 -0.1 -0.1 0.48
O 4.078376 6.638688 7.449218 -0.6 -0.8 0.6 -0.97
H 4.867824 7.154820 7.612035 0.4 0.3 0.1 0.50
H 3.859809 6.226635 8.309371 0.2 0.4 -0.7 0.48
```
Forces are in eV/Å.

## Properties
SMILES string ... O.O.O.O.O.O.O.O.O.O.O.O
E_HOMO ... -11.21 eV
M ... 216.18 g/mol
Kohn-Sham gap ... 11.4 eV
DFT total energy ... -917.3085 Eh
E_LUMO ... 0.0063 Eh
Energy relative to the best compared isomer or geometry (same formula, charge and spin) ... 44.3 kJ/mol


H24O12 | wB97M-V/def2-TZVPD

```
36
Properties=species:S:1:pos:R:3:forces:R:3:nbo_charge:R:1
H 0.309940 -0.027416 -1.931002 -0.9 -0.1 0.8 0.46
H -0.876978 0.532464 -1.211873 -1.6 3.7 0.8 0.47
H 2.573758 1.462937 -1.507133 -0.2 1.2 -0.4 0.45
H 2.279551 0.089738 -2.132903 0.7 0.6 0.9 0.48
H 0.404582 2.800360 2.454157 1.2 -1.5 0.8 0.46
H 1.624893 2.284823 1.863108 1.8 -0.2 -2.1 0.46
H -2.858660 5.046380 -0.718215 1.6 -1.2 -1.2 0.47
H -3.092943 4.764127 -2.103534 -0.6 -0.1 -1.6 0.46
H 0.491273 -2.751013 0.194060 -2.8 -2.4 -1.1 0.49
H 2.049652 -2.823187 0.158190 -0.1 -1.3 -0.6 0.45
H 2.235847 -1.133222 1.107389 -1.5 1.3 0.9 0.47
H 1.003825 -1.433923 1.970577 0.2 -0.4 0.6 0.45
H -1.271349 -3.721370 -2.317475 0.5 -0.6 0.2 0.48
H -0.208390 -4.668425 -1.703322 0.5 0.2 0.8 0.47
H -5.708525 0.644080 1.193404 -0.2 0.6 0.7 0.47
H -4.782668 0.078111 0.166312 -0.2 -0.1 0.0 0.47
H 5.099971 -0.390851 0.087164 0.1 1.4 0.7 0.45
H 4.241457 0.664510 -0.331649 -3.1 0.9 -2.7 0.47
H -0.993558 -0.722542 2.258356 0.7 0.3 0.0 0.47
H -0.637275 -0.354492 3.752331 -0.5 -0.1 -1.1 0.49
H -2.044978 -3.397158 0.780222 -0.8 -1.0 0.4 0.48
H -1.566006 -1.986264 0.712854 0.3 -0.5 -0.5 0.48
H 0.344515 3.182430 -2.097491 -0.5 0.7 -0.7 0.48
H 1.538979 2.718319 -1.319765 -0.7 0.3 0.3 0.44
O -0.475885 -0.250265 -1.395061 2.1 -3.7 -1.5 -0.93
O 2.733747 0.551582 -1.387402 -0.2 -2.2 -0.9 -0.93
O 1.142735 2.130050 2.632398 -3.1 1.7 1.4 -0.91
O -2.403863 4.563439 -1.493243 -1.0 1.3 2.7 -0.93
O 1.269350 -2.318551 0.374723 2.7 -5.5 -4.3 -0.97
O 1.341836 -0.801307 1.359828 1.9 8.1 4.5 -0.91
O -0.823184 -4.582510 -2.413035 -1.0 0.4 -1.0 -0.95
O -5.685868 -0.001392 0.501877 0.4 -0.4 -0.7 -0.93
O 4.879839 0.558248 0.293884 3.3 -2.4 2.2 -0.93
O -1.367005 -0.498052 3.108151 -0.1 0.0 1.1 -0.96
O -1.337734 -2.891991 0.421005 0.2 1.4 -0.1 -0.95
O 0.569136 2.682337 -1.326891 0.9 -0.5 0.5 -0.92
```
Forces are in eV/Å.

## Properties
SMILES string ... O.O.O.O.O.O.O.O.O.O.O.O
E_HOMO ... -7.85 eV
M ... 216.18 g/mol
Kohn-Sham gap ... 7.6 eV
DFT total energy ... -917.0656 Eh
E_LUMO ... -0.0081 Eh
Energy relative to the best compared isomer or geometry (same formula, charge and spin) ... 681.9 kJ/mol